The following is a DFT calculation (the ωB97M-V functional and the def2-TZVPD basis) of a molecular structure, C38H34BCrF3O5.

Properties
Charge: +3
Multiplicity: 4
Electronic energy in eV: -87416.4844

XYZ file:
```
82
Properties=species:S:1:pos:R:3:forces:R:3
O -3.98696 -0.51238 10.07555 -0.0188 4.5395 -0.3198
C -2.09474 2.69195 -1.60563 0.4109 0.3861 -0.7813
Cr -4.13155 2.51288 10.25042 -0.0823 0.8719 0.6592
H -0.28161 -4.62370 -0.29596 0.0495 0.2714 0.0117
C -3.29399 2.14840 -1.17142 -1.3263 -1.4772 1.1604
H -2.31757 -3.51356 -1.93335 -0.0021 0.2414 0.1322
O -2.78111 1.97464 12.94540 -2.0854 1.6316 -5.1862
H 0.01420 -3.00291 -1.00821 0.0521 -0.2690 0.2184
C -1.15210 -2.97819 0.81240 -0.2829 -0.9054 0.1338
C -6.02001 -3.32368 5.37320 0.2470 0.2431 -0.1733
H -4.50778 -4.65364 4.56674 -0.0558 0.3666 0.1915
O -6.49555 1.78201 12.04813 3.9047 1.9447 -3.5224
H -4.24098 2.56342 -1.49655 0.1199 0.0362 0.0403
C -6.26509 -2.05126 5.88915 0.2223 0.1985 -0.0712
H 2.22124 0.40282 3.76425 -0.4457 0.2358 -0.0693
C -4.72443 -3.65126 4.94658 0.0784 0.4022 0.0924
C -3.54573 -4.04494 0.47007 -0.0426 -0.4949 0.0276
H -7.25021 -1.79292 6.27338 0.1582 -0.1022 -0.1641
H 2.07894 2.86941 3.28067 -0.2315 -0.2809 -0.2058
C -3.62320 2.70175 8.09069 0.4705 -1.1088 -1.9791
H 0.89117 -3.51111 0.45953 -0.2747 -0.0513 -0.1976
H -1.28114 -4.74699 2.04801 0.0007 0.2417 0.0351
H -5.42809 -0.09898 6.35912 -0.1925 -0.1714 -0.2041
H 0.10958 -0.93612 3.93507 0.0915 0.4520 0.3639
C -3.96105 -1.38957 5.47891 -0.3395 -0.3668 0.4042
B -1.98521 -0.95168 0.61595 -0.2456 -1.2942 2.2397
C -2.60843 3.18215 8.93818 1.4080 -0.2074 -0.6326
C -4.95027 3.07212 8.37249 -1.0149 -0.3677 -1.1528
C -5.22992 4.08867 9.29417 -0.4563 0.6001 -0.0939
C -2.61785 -2.89724 0.16391 0.3816 -1.0307 -0.0470
C -2.09918 3.84286 -2.56442 0.2266 2.4436 -2.0861
C -2.03250 0.45545 0.01190 -0.0384 0.5245 0.4456
C -4.18797 4.67166 10.02690 -0.0977 1.2468 0.2009
H -2.31906 -0.95226 3.52677 -0.4038 0.2434 0.4319
C 0.06808 0.15417 3.82147 -0.0525 0.2696 0.0181
C -5.66050 2.14114 11.31812 -5.9498 -2.4890 4.3390
H -3.15644 -4.96868 0.02152 -0.1280 0.1498 0.1382
C -0.83431 1.10046 -0.34946 1.1474 1.4640 -0.7040
C -0.86596 2.19197 -1.19893 1.2302 -0.9712 0.7012
C -3.11692 0.89844 6.19444 0.0506 -0.8783 2.2274
C -0.07048 2.82471 3.03025 -0.0155 -0.1722 -0.1655
C -3.70008 -2.69730 5.02179 -0.0465 0.0590 0.3152
C -0.06980 -3.56968 -0.07092 -0.0078 0.0540 -0.2667
H -6.83122 -4.04955 5.28706 0.3138 0.2086 0.1430
C 1.24834 0.89542 3.64810 -0.2801 -0.2131 -0.0679
H -1.91301 -1.79849 -1.62096 -0.0222 -0.2623 0.0165
H 0.05616 2.64439 -1.55241 -0.1557 0.0279 0.0960
C -5.24902 -1.08181 5.92440 0.2732 -0.4370 0.0263
H -2.06453 4.60162 10.47359 -0.2464 -0.1077 -0.1041
C -1.13630 -3.66619 2.16814 -0.1320 -0.0619 0.3154
C -2.79641 -0.37398 5.50234 -0.4479 0.0851 0.5317
H -3.60770 -2.30743 -1.65127 0.2845 -0.1847 0.0495
O -3.15699 -1.70753 0.78622 1.3911 1.3366 -0.8004
H -1.92798 -0.87446 5.97324 -0.2770 0.5740 0.0901
H 0.10904 0.74783 0.05708 -0.0916 -0.1449 -0.1907
H -1.60748 2.75171 8.85373 -0.2700 0.3234 -0.0786
H -5.75379 2.55615 7.84155 0.2221 0.3596 0.0778
C -4.01004 0.64633 10.04581 0.1486 -6.3374 -0.1133
H -2.21801 2.44950 2.86381 0.3445 0.2127 0.5194
H -0.16417 -3.51650 2.65686 -0.1778 0.0108 -0.2122
H -0.14923 3.85281 2.65731 0.1292 -0.4378 0.1776
F -3.34391 4.21876 -2.95554 1.0489 -0.6300 0.6598
H -3.31854 0.48946 3.61293 0.1886 -0.2405 0.3848
F -1.49857 4.95005 -2.02079 -0.5911 -1.4271 -0.2160
H -4.40473 5.45340 10.76020 0.0806 -0.2768 -0.2155
C -2.46343 -0.01412 4.10623 1.0483 -0.0600 -3.9664
C -3.34885 1.70912 7.07359 -0.0015 0.5918 -0.0576
H -2.66589 -2.99479 4.80320 -0.4883 0.1618 -0.0913
F -1.40303 3.54339 -3.70824 -0.7047 -0.0734 1.5480
C 1.17913 2.25254 3.30828 -0.4600 0.1428 0.2458
O -0.81169 -1.57420 1.00210 -1.2608 0.9356 -1.2332
C -3.25750 1.04648 -0.32668 -1.2607 1.3683 -0.6046
C -2.87672 4.20271 9.86282 0.4061 0.6110 0.1741
C -2.59627 -2.62433 -1.35682 -0.1496 -0.0329 0.1808
H -6.26406 4.39421 9.45301 0.2239 -0.0548 0.0658
H -4.53105 -3.84495 0.03062 0.2465 -0.0331 0.0751
C -3.22043 2.25878 11.90077 3.5137 -1.9712 6.8034
H -3.68130 -4.20306 1.54733 0.1052 0.1067 -0.2732
H -1.91752 -3.28452 2.84023 0.1353 -0.0594 -0.2821
C -1.24497 2.07623 3.20932 -0.0459 -0.2599 0.0605
H -4.18394 0.64888 0.08352 0.1993 -0.1568 -0.2859
C -1.19416 0.77552 3.74438 0.3467 -0.0728 0.0466
```
Forces are in eV/Å.

=====

The following is a DFT calculation (the ωB97M-V functional and the def2-TZVPD basis) of 3 unconnected molecules or ions with the total composition C3H13NO2S.

Properties
SMILES: C[C@H](N)CS.O.O
Electronic energy in eV: -19741.6872
ΔE to the lowest compared entry with this formula, charge and spin in kJ/mol: 72.9

XYZ file:
```
20
Properties=species:S:1:pos:R:3:forces:R:3
H 1.46425 1.20633 -0.77422 0.2418 -0.3253 0.8970
O -2.39217 -0.51007 -1.34931 0.0066 0.2129 0.1817
C 1.96578 0.56351 1.60665 -1.5529 -1.3091 0.5140
N 0.16895 -0.64460 0.37392 0.0692 -0.4375 0.3965
H -3.26237 -0.87908 -1.48667 -0.4568 -0.0307 0.0057
H -0.60146 1.22888 -5.72783 -0.0703 0.3920 -0.3119
H -0.43566 -0.10127 -5.12725 0.0378 -0.4279 -0.0107
H 0.00255 -1.26661 3.07680 -0.1602 -0.0300 -0.2425
H 0.42845 -1.59364 0.62736 0.2853 -0.0708 -0.0850
H -1.81358 -1.14566 -1.76409 0.4192 -0.2097 -0.2439
H -1.35111 -0.25875 2.54229 -0.0230 0.2893 0.6348
S 2.37651 1.58314 0.16967 0.5446 0.5041 -0.1554
H 2.05258 1.07394 2.56567 0.3923 0.7377 -0.3456
C 0.44194 0.20790 1.54517 -0.0379 0.8501 -0.8652
H 0.02658 1.19664 1.31044 -0.2078 -0.1677 -0.0935
H 0.02737 0.32070 3.68451 -0.6652 0.5018 -0.0340
O -0.59428 0.30470 -5.98360 0.0342 0.0436 0.3306
H -0.82457 -0.72831 0.17606 -0.0314 0.4934 0.1367
C -0.29349 -0.24116 2.80820 1.3716 -1.0825 -0.2340
H 2.61372 -0.31657 1.72623 -0.1969 0.0664 -0.4753
```
Forces are in eV/Å.

=====

The following is a DFT calculation (the ωB97M-V functional and the def2-TZVPD basis) of a molecular structure, C21H22N3O4Y.

Properties
Charge: +2
Electronic energy in eV: -35826.9004
ΔE to the lowest compared entry with this formula, charge and spin in kJ/mol: 60.1

XYZ file:
```
51
Properties=species:S:1:pos:R:3:forces:R:3
C 4.72340 -0.85868 1.71685 -0.0736 0.0005 0.0608
H 3.54973 2.06353 -1.31022 -0.0229 0.0325 -0.0003
C -2.57600 3.20203 -0.70688 -0.0032 -0.0182 0.0279
N 0.31004 -2.62983 -1.04277 0.0861 0.0461 -0.0799
C -2.25793 -0.49584 1.39591 0.0020 0.2313 -0.1878
H 6.19048 1.23150 1.08870 0.0353 0.0096 0.0158
O -0.32138 3.44504 -2.48644 0.1034 -0.0919 0.0306
H 4.06619 2.20626 0.38418 -0.0171 0.0276 -0.0009
H 0.98338 -0.18948 2.23478 -0.0112 -0.0121 0.0444
C 1.54208 -4.63011 -1.48469 -0.0067 0.0265 -0.0039
H 7.21133 0.38708 -0.11035 0.0306 0.0138 0.0213
C -0.74541 -3.38232 -0.69413 -0.1221 -0.0497 0.1684
O -3.20550 -1.06973 1.85383 0.0893 -0.0826 0.1781
C 2.04579 -0.35002 2.03804 0.1184 -0.0044 -0.0440
O -1.02524 -0.91936 1.25809 -0.1314 -0.2109 -0.1215
H 2.27318 -2.62757 -1.70616 -0.0015 -0.0011 -0.0029
H 5.44358 -1.02499 -0.84986 -0.0272 -0.0390 0.0128
C 4.65077 -0.29426 -0.69051 0.0507 0.1180 -0.0469
H 5.68510 1.10194 -1.79153 0.0135 -0.0058 -0.0030
H 4.76720 -1.27584 3.82419 -0.0047 0.0018 -0.0015
C 2.56698 -0.22990 0.74003 -0.2721 -0.0160 -0.2126
H -4.35998 1.38066 1.55234 0.0019 0.0030 0.0015
C -1.51839 2.32339 -0.78698 0.0021 0.0171 0.0288
H 0.44732 3.39806 -3.08017 -0.0252 0.0564 -0.0134
N 5.34291 1.06486 -0.83155 -0.0217 0.0230 0.0585
H -2.60637 4.09991 -1.30741 0.0051 -0.0025 -0.0042
H 5.77177 -1.10614 1.58740 -0.0061 0.0036 -0.0114
O 0.50791 1.52362 -1.69174 0.1421 0.0761 -0.2656
Y 0.38372 -0.36134 -0.27240 0.3371 -0.0890 0.7438
H 2.36457 -0.76265 4.12822 -0.0054 0.0037 -0.0111
C 2.81904 -0.69034 3.14850 -0.1135 0.0052 0.0644
H -4.46336 3.53252 0.26957 -0.0012 -0.0016 -0.0011
C 4.40008 2.20724 -0.64905 0.0844 -0.1219 -0.0262
N -1.44638 1.20943 -0.05343 -0.1188 -0.0168 -0.0468
C 0.45020 -5.39696 -1.09889 0.0070 -0.0537 0.0063
C -3.61189 2.87253 0.17329 -0.0117 -0.0021 0.0042
C -3.55946 1.69316 0.89568 -0.0492 0.0462 0.0044
C -0.71300 -4.76239 -0.69366 0.0390 0.0227 -0.1336
H 2.46559 -5.08742 -1.80893 -0.0067 -0.0073 0.0022
C -2.43965 0.87959 0.75755 0.1099 -0.0398 -0.0537
C 4.16036 -0.96781 2.98362 0.0734 -0.0077 -0.0479
C -0.35211 2.41113 -1.69412 -0.1662 0.1601 -0.0872
C 3.95270 -0.46326 0.62685 0.0475 -0.0395 0.0059
H 7.02062 2.16078 -0.18851 0.0371 -0.0035 0.0290
H 0.51202 -6.47709 -1.11090 -0.0112 0.0050 0.0010
H 4.93023 3.12592 -0.88608 -0.0388 0.0287 0.0141
H 3.94737 -0.33522 -1.52176 -0.0101 -0.0127 0.0010
H -1.58574 -5.31659 -0.38092 0.0045 -0.0160 -0.0120
H -1.63256 -2.85804 -0.36308 0.0038 0.0051 0.0088
C 6.53540 1.22067 0.05970 -0.1307 -0.0194 -0.1112
C 1.43342 -3.25776 -1.43500 -0.0139 0.0017 -0.0033
```
Forces are in eV/Å.

=====

Maximum force (eV/Å)
7.9 2.1 0.8